Record 1
A structure of composition C5H7N in a non-equilibrium geometry, computed with the ωB97M-V functional and the def2-TZVPD basis.

Last column: natural (NBO) charge in e.
Positions of all 13 atoms, in Å:
C1 0.4290 -1.1805 0.1506  -0.41
C2 1.0998 0.0861 -0.3032  -0.23
C3 -0.0410 0.9973 -0.7323  -0.08
C4 0.2025 0.9056 0.7271  -0.24
N1 -1.3959 0.3492 -0.5272  -0.61
C5 -0.7560 -0.3032 0.6202  -0.06
H1 0.9562 -1.6131 1.0065  0.21
H2 0.2392 -1.9475 -0.6073  0.19
H3 2.0820 0.0688 -0.8106  0.23
H4 0.2900 1.9015 -1.2645  0.22
H5 0.0401 1.7300 1.4389  0.24
H6 -1.9356 -0.3012 -1.1195  0.35
H7 -1.4032 -0.7140 1.3931  0.20

## Properties
HOMO-LUMO gap = 10.002 eV
Relative energy (zero: lowest compared OMol25 entry of this formula, charge and spin) = 86.8 kcal per mole
Spin multiplicity = 1

=====

Record 2
The ion C5H7N2 with charge +1 in a non-equilibrium geometry, computed with the ωB97M-V functional and the def2-TZVPD basis.

Last column: natural (NBO) charge in e.
Positions of all 14 atoms, in Å:
C1 -1.1611 0.4647 1.1314  -0.71
C2 0.1378 0.4134 0.4200  0.54
N1 1.2577 1.0099 0.9402  -0.52
C3 2.2461 0.7956 -0.0423  0.21
C4 1.7651 0.0000 -0.9466  0.23
N2 0.4545 -0.2397 -0.7520  -0.35
C5 -0.2803 -1.1909 -1.4808  -0.44
H1 -1.5809 -0.4500 1.4722  0.28
H2 -2.1280 0.9510 0.7265  0.30
H3 -0.8262 1.1293 1.9816  0.25
H4 1.4406 1.5834 1.6911  0.46
H5 0.3644 -1.4783 -2.3819  0.26
H6 -0.4479 -2.0865 -0.8758  0.24
H7 -1.2417 -0.9021 -1.8837  0.25

## Properties
HOMO-LUMO gap (spin up / spin down) = 7.398 / 7.387 eV
Relative energy (zero: lowest compared OMol25 entry of this formula, charge and spin) = 167.6 kcal per mole
SMILES = Cc1[nH+]c#cn1C
Spin multiplicity = 1
Total charge = +1

=====

Record 3
The ion C5H7N2 with charge +1 in a non-equilibrium geometry, computed with the ωB97M-V functional and the def2-TZVPD basis.

Last column: natural (NBO) charge in e.
Positions of all 14 atoms, in Å:
C1 0.9896 -1.2410 0.4888  0.00
C2 2.3633 0.2437 -0.9062  0.23
C3 -0.1871 -0.5815 0.6831  0.14
C4 -1.3278 -0.1100 0.9952  -0.17
C5 -2.5659 0.5036 0.4470  -0.66
N1 1.9272 -0.7744 -0.1882  -0.19
N2 2.3397 0.4138 -2.1373  -0.34
H1 0.9559 -2.2886 0.5648  0.26
H2 2.9742 0.8082 -0.1979  0.24
H3 -1.4632 -0.1633 2.0337  0.27
H4 -2.2201 1.3136 -0.0924  0.24
H5 -3.2095 1.0611 1.1121  0.25
H6 -3.2383 -0.2690 0.0238  0.27
H7 2.6619 1.0836 -2.8264  0.44

## Properties
HOMO-LUMO gap (spin up / spin down) = 9.421 / 7.057 eV
Relative energy (zero: lowest compared OMol25 entry of this formula, charge and spin) = 83.0 kcal per mole
Expectation value of S² = 2.05
Spin multiplicity = 3
Total charge = +1

=====

Record 4
The ion C5H7N2O2S with charge -1 in a non-equilibrium geometry, computed with the ωB97M-V functional and the def2-TZVPD basis.

Last column: natural (NBO) charge in e.
Positions of all 17 atoms, in Å:
C1 0.0750 0.0207 0.4747  -0.34
C2 -0.7798 -1.0201 -0.0264  0.11
C3 0.1422 0.9032 -0.5512  0.11
C4 -1.3236 -2.2519 0.6133  -0.65
C5 0.8958 2.1380 -0.8951  -0.66
N1 -1.2578 -0.7582 -1.2290  -0.30
N2 -0.5964 0.3470 -1.6286  -0.38
O1 1.9345 -1.2133 1.9203  -1.05
O2 1.8221 1.2361 2.1345  -1.05
S1 1.0446 -0.0230 2.2282  1.51
H1 -0.4939 -2.5907 1.2483  0.24
H2 -2.3082 -2.1998 1.1356  0.21
H3 -1.4534 -3.1395 -0.1230  0.21
H4 0.3334 3.0552 -0.9905  0.20
H5 1.6176 2.4449 -0.1972  0.26
H6 1.4812 2.1453 -1.7862  0.21
H7 -1.1334 0.9060 -2.3278  0.38

## Properties
HOMO-LUMO gap = 7.531 eV
Relative energy (zero: lowest compared OMol25 entry of this formula, charge and spin) = 60.4 kcal per mole
Spin multiplicity = 1
Total charge = -1

=====

Record 5
An isolated molecule of C5H7N2P in a non-equilibrium geometry, computed with the ωB97M-V functional and the def2-TZVPD basis.

Last column: natural (NBO) charge in e.
Positions of all 15 atoms, in Å:
C1 -2.3486 -0.2794 1.4200  -0.93
P1 -2.1116 0.9860 0.4288  0.77
C2 -1.2005 0.1099 -0.9569  -0.75
C3 0.2373 0.1554 -0.5021  0.14
C4 1.3078 -0.6558 -0.9450  -0.33
C5 2.3746 -0.2276 -0.1543  -0.04
N1 1.9842 0.8732 0.5387  -0.32
N2 0.6598 1.0833 0.3356  -0.29
H1 -3.0027 -0.1493 2.3016  0.23
H2 -2.0511 -1.3394 1.0597  0.21
H3 -1.4450 0.6568 -1.8674  0.25
H4 -1.4543 -0.8948 -0.7959  0.23
H5 1.2711 -1.3011 -1.7133  0.22
H6 3.3471 -0.3595 -0.3845  0.20
H7 2.4319 1.3425 1.2350  0.40

## Properties
HOMO-LUMO gap = 9.908 eV
Relative energy (zero: lowest compared OMol25 entry of this formula, charge and spin) = 43.3 kcal per mole
SMILES = C=PCc1cc[nH]n1
Spin multiplicity = 1

=====

Record 6
A structure of composition C5H7N2S in a non-equilibrium geometry, computed with the ωB97M-V functional and the def2-TZVPD basis.

Last column: natural (NBO) charge in e.
Positions of all 15 atoms, in Å:
C1 0.5991 -0.2553 -0.0525  -0.50
C2 0.5520 1.1700 -0.0155  0.15
C3 -0.7340 -0.8230 -0.0696  0.22
C4 1.8553 2.0421 0.0547  -0.61
C5 -1.0653 -2.2936 -0.0105  -0.65
N1 -0.6319 1.6576 -0.1396  -0.33
N2 -1.6823 0.1324 0.0343  -0.41
S1 -3.3048 0.3330 0.0236  -0.30
H1 1.4275 -0.7621 0.1601  0.18
H2 2.7632 1.3069 0.2766  0.19
H3 1.9509 2.4533 -0.8553  0.20
H4 1.6965 2.7635 0.7443  0.21
H5 -0.5438 -2.7785 -0.7260  0.20
H6 -0.7384 -2.6234 0.9018  0.21
H7 -2.1439 -2.3228 -0.3265  0.24

## Properties
HOMO-LUMO gap = 6.146 eV
Relative energy (zero: lowest compared OMol25 entry of this formula, charge and spin) = 52.7 kcal per mole
Spin multiplicity = 1
Total charge = -1

=====

Record 7
The ion C5H7N2S with charge -1 in a non-equilibrium geometry, computed with the ωB97M-V functional and the def2-TZVPD basis.

Last column: natural (NBO) charge in e.
Positions of all 15 atoms, in Å:
C1 2.4019 -1.2458 -0.0593  -0.22
C2 2.4199 -0.0133 -0.5704  -0.20
C3 0.2100 0.1759 -0.4231  0.03
C4 -2.2648 0.5113 0.2804  -0.62
C5 -0.9513 1.0787 -0.1659  -0.50
N1 1.2849 -1.8192 0.4592  -0.42
N2 0.1861 -0.9890 0.3369  -0.36
S1 3.3710 1.0624 -1.2536  -0.29
H1 3.3454 -1.8535 -0.1301  0.20
H2 -3.0515 1.0703 -0.0641  0.21
H3 -2.1984 0.3724 1.3532  0.20
H4 -2.4318 -0.5127 -0.1475  0.19
H5 -0.5959 1.6790 0.6599  0.21
H6 -1.0603 1.7377 -1.0383  0.20
H7 -0.6652 -1.2541 0.7627  0.36

## Properties
HOMO-LUMO gap (spin up / spin down) = 5.171 / 5.172 eV
Relative energy (zero: lowest compared OMol25 entry of this formula, charge and spin) = 81.8 kcal per mole
Spin multiplicity = 1
Total charge = -1

=====

Record 8
A cluster of 2 separate species, C5H7N2S in total in a non-equilibrium geometry, computed with the ωB97M-V functional and the def2-TZVPD basis.

Last column: natural (NBO) charge in e.
Positions of all 15 atoms, in Å:
C1 -1.5446 1.3765 0.7624  -0.40
C2 0.0558 2.4026 -0.6322  -0.09
C3 -0.2065 1.0192 1.0301  -0.01
C4 0.9750 -2.3876 -0.9015  -0.34
C5 -0.0761 -1.2831 -0.5345  0.10
N1 0.6058 1.6211 0.2159  -0.43
N2 -0.0972 -2.4537 0.1505  -0.62
S1 -1.6381 2.5992 -0.4208  0.65
H1 -2.5350 0.9007 1.0556  0.29
H2 0.7094 2.9027 -1.2518  0.25
H3 0.8080 -2.9121 -1.8262  0.21
H4 1.9969 -2.3033 -0.4544  0.20
H5 0.0098 0.1350 1.5961  0.27
H6 1.5682 1.6104 0.5218  0.46
H7 -0.6314 -3.2276 0.6890  0.46

## Properties
HOMO-LUMO gap = 8.271 eV
Relative energy (zero: lowest compared OMol25 entry of this formula, charge and spin) = 108.5 kcal per mole
Spin multiplicity = 1
Total charge = +1

=====

Record 9
The ion C5H7N2S with charge +1 in a non-equilibrium geometry, computed with the ωB97M-V functional and the def2-TZVPD basis.

Last column: natural (NBO) charge in e.
Positions of all 15 atoms, in Å:
C1 -0.6617 -0.5186 -1.7827  0.13
N1 -1.7143 -0.5629 -1.0577  -0.36
C2 -1.5250 -0.5406 0.2890  0.01
N2 0.2844 -0.3740 0.4341  -0.45
C3 0.9950 0.8273 1.0067  -0.33
S1 2.5435 1.0222 -0.0338  0.40
C4 1.6309 0.4614 -1.3462  -0.30
C5 0.5127 -0.1848 -0.9848  -0.02
H1 -0.7365 -0.6187 -2.7991  0.24
H2 -2.0913 0.3622 0.8373  0.24
H3 -1.7862 -1.3177 0.9173  0.23
H4 0.5370 -1.2014 0.8984  0.43
H5 0.3118 1.6093 0.8964  0.23
H6 1.3372 0.7812 2.1416  0.27
H7 1.7474 0.5107 -2.4349  0.29

## Properties
HOMO-LUMO gap = 8.826 eV
Relative energy (zero: lowest compared OMol25 entry of this formula, charge and spin) = 65.1 kcal per mole
SMILES = C1=NC[N@@H+]2CSC=C12
Spin multiplicity = 1
Total charge = +1

=====

Record 10
A structure of composition C5H7N3 in a non-equilibrium geometry, computed with the ωB97M-V functional and the def2-TZVPD basis.

Last column: natural (NBO) charge in e.
Positions of all 15 atoms, in Å:
C1 -0.4424 1.9252 0.1665  -0.64
C2 0.2879 0.4875 -0.2181  0.07
C3 1.7197 0.4470 -0.2593  -0.07
C4 1.3026 -1.6041 0.0934  0.25
C5 -1.1452 -1.5431 -0.1596  0.29
H1 0.3295 2.6732 -0.7375  0.27
H2 -0.3758 2.1598 1.4543  0.26
H3 -1.9807 1.7591 -0.0320  0.18
H4 2.3586 1.4197 -0.5281  0.22
H5 1.4665 -2.6852 0.5793  0.20
H6 -1.0519 -2.5391 -0.0004  0.17
H7 -2.4581 0.1813 -0.2112  0.38
N1 2.1883 -0.8628 -0.1273  -0.46
N2 0.0167 -0.9090 0.2240  -0.44
N3 -2.2157 -0.9096 -0.2441  -0.67

## Properties
HOMO-LUMO gap = 9.447 eV
Relative energy (zero: lowest compared OMol25 entry of this formula, charge and spin) = 180.5 kcal per mole
Spin multiplicity = 1